No. 1
The following is a DFT calculation (ωB97M-V/def2-TZVPD) of 12 unconnected molecules or ions with the total composition C31H70BF3N12O27 in a non-equilibrium geometry.

## Properties
highest occupied orbital energy	-1.35	eV
total charge	-2
E_tot	-4235.19358	a.u.
2S+1	1
HOMO-LUMO gap	0.1062	Eh

Atoms and positions in Å:
H  -2.8486  0.0421  2.1588
H  -10.4104  -6.5139  -3.0343
H  2.2423  4.4234  -1.2333
O  2.0216  -0.4693  1.2904
H  0.3275  2.0279  4.0804
H  -0.0545  -2.1196  5.8249
C  -9.2142  -9.5589  -6.8101
H  4.3734  5.6641  0.8057
C  8.0196  5.9314  -3.5756
C  4.6777  -4.5764  4.9659
H  4.0282  8.5372  -5.0012
H  -8.9378  -2.3401  -0.0983
H  -3.6983  -2.4587  0.4381
C  3.8073  7.4948  -5.2155
H  -8.7845  -10.5566  -6.8482
H  -0.8262  -0.3913  2.8507
O  -9.8179  -5.5139  -0.9299
O  2.4709  -4.8853  4.3793
C  5.0396  5.7197  -0.0498
O  -9.7135  -8.6171  -4.7504
C  -1.0452  -0.5381  -0.4332
H  -0.5557  0.0862  -1.2168
C  -4.6651  -0.0506  1.0006
H  -6.6573  3.2433  -2.4489
C  -5.7967  2.6043  -2.3661
O  -6.8589  4.4855  -0.7798
C  -8.3325  -3.1265  0.3475
F  3.7605  -1.7181  -0.0083
C  0.1067  0.2267  2.7949
C  -2.3815  0.1814  -0.0315
H  2.6566  -1.0466  -2.6906
O  -6.0959  0.3091  -2.2538
H  1.7686  -2.3154  5.9809
H  7.1712  6.6086  -3.5363
O  7.2168  4.7104  -1.8074
N  3.2256  -4.5829  5.2821
H  -2.0657  -2.4296  1.2928
H  -9.1700  6.6414  -1.1346
H  -8.8148  -8.9281  -7.6003
N  -8.9275  -5.8536  -1.6949
O  0.9069  1.3560  0.4780
C  2.1846  0.9056  -1.7070
H  0.1214  4.0277  0.8575
C  -9.3271  -6.4697  -2.9889
C  3.5365  1.5583  1.8670
H  -8.3795  -4.0388  -0.2365
O  7.6286  3.6494  -3.6489
N  6.9685  -7.6089  4.8452
H  3.1973  1.1182  -2.1196
H  -8.8993  -7.4634  -3.0236
O  6.2080  -8.4137  5.3461
H  6.9868  -1.6328  1.1355
O  8.9688  -3.8692  0.7649
H  0.9366  -0.6161  -2.6655
C  0.8759  -2.5004  5.3487
H  6.0473  5.9822  0.2601
N  -6.9202  -2.6615  0.3406
C  3.0069  0.4425  0.8726
H  7.5155  -2.3569  -0.4106
H  -7.7197  6.8268  -0.1030
C  1.0657  -1.9619  3.8882
H  -1.3573  1.6076  3.7086
C  -0.3284  1.6818  3.2532
N  -6.2220  1.3645  -1.6618
H  8.7921  -8.5595  5.2194
H  0.4139  6.6179  0.8950
C  2.1331  1.2894  -0.1922
H  0.1505  5.8306  -0.7714
O  -6.6670  1.4962  -0.5387
H  3.5212  2.7207  -0.7443
H  -10.2976  -9.6020  -6.8601
F  4.9005  0.1039  -0.6254
O  2.8185  2.0744  2.7246
O  3.5604  7.4124  -0.6514
N  8.7418  -2.7717  1.2490
N  4.9934  6.9182  -5.9064
O  -8.0060  5.0687  -2.5224
N  4.5575  6.7967  -0.9700
F  5.0828  -0.7345  1.3659
B  0.6353  0.1254  1.2244
H  5.0306  4.7855  -0.6047
C  1.6962  3.6873  -0.5805
C  0.8162  5.9455  0.1130
H  0.2607  -2.2997  3.2047
C  1.0783  -0.3750  3.8512
H  -4.7200  1.0322  1.2636
H  3.6352  6.9406  -4.2978
H  1.7988  6.3057  -0.2678
H  1.6313  -1.2213  -1.1558
O  -6.4356  -2.4123  -0.7441
C  7.8376  -1.8574  0.4972
O  2.9024  -4.2841  6.4199
O  6.7540  -6.4217  4.7033
H  -8.9312  -5.8424  -3.7841
H  -8.9459  5.5761  0.2856
O  5.2009  6.9880  -1.9929
H  -1.3421  2.1257  -0.4477
H  0.6728  -0.0709  4.8583
H  -3.0766  0.0330  -0.9012
H  -0.4155  2.4077  2.4237
O  -0.2138  -0.9441  0.6237
C  8.2772  -8.1288  4.3644
H  8.8458  -7.3045  3.9449
H  -8.6353  -3.3106  1.3739
O  5.3245  7.4321  -6.9609
H  -5.0149  3.0677  -1.7711
H  2.9594  7.4022  -5.8898
N  -7.7070  5.1431  -1.3405
H  8.3183  5.7452  -4.6022
H  -5.4239  2.3317  -3.3498
H  8.8561  6.3115  -2.9934
N  7.5868  4.6508  -2.9604
O  5.5455  5.9806  -5.3715
H  2.1084  0.0231  3.8123
H  -2.2506  2.0158  1.1635
H  4.9471  -5.5712  4.6524
O  4.7474  1.9737  1.7432
O  -7.6336  -8.8317  -5.2989
C  -3.1263  -0.4441  1.1960
H  0.7497  -3.6025  5.2770
H  -3.5927  -2.2977  2.1949
C  4.1624  -0.4824  0.3745
H  1.4870  1.5356  -2.3074
C  -3.0825  -1.9956  1.2444
H  -4.9744  -0.2317  -0.0433
O  9.1951  -2.3619  2.2988
O  -7.7389  -5.7325  -1.4909
H  0.8323  3.3017  -1.1684
C  -2.2420  1.7584  0.0862
H  8.4015  -0.9576  0.2646
H  5.2274  -4.2892  5.8565
C  1.1129  4.4872  0.6398
H  4.8311  -3.8542  4.1659
H  8.0718  -8.8820  3.6079
H  -1.3599  -1.4803  -0.9616
H  -5.2270  -0.6382  1.7470
C  1.8689  -0.6030  -2.0462
N  -8.8204  -8.9514  -5.5102
N  2.6789  2.6836  -0.1800
H  2.0514  -2.3048  3.5039
H  1.7690  4.4724  1.5288
C  -8.4477  6.1282  -0.5074
H  -3.1330  2.2165  -0.4076
O  -6.3539  -2.5645  1.4124

=====

No. 2
The following is a DFT calculation (ωB97M-V/def2-TZVPD) of a single C2H4N4 molecule in a non-equilibrium geometry.

## Properties
highest occupied orbital energy	-9.77	eV
SMILES	Cc1nnn[nH]1
total charge	0
E_tot	-297.51118	a.u.
2S+1	1
ΔE to the lowest compared entry with this formula, charge and spin	349.5	kJ/mol
HOMO-LUMO gap	0.3809	Eh

Atoms and positions in Å:
H  -0.2327  0.1283  1.8884
C  -0.7413  -0.4639  1.0303
C  -0.1739  -0.0766  -0.1912
H  -0.8680  -1.5895  1.1840
N  -0.7985  0.9801  -0.7312
H  -1.7840  0.0603  1.3366
N  0.1777  1.2398  -1.6756
N  1.2458  0.6279  -1.6412
N  1.1222  -0.1247  -0.6086
H  2.0527  -0.7818  -0.5915

=====

No. 3
The following is a DFT calculation (ωB97M-V/def2-TZVPD) of 13 unconnected molecules or ions with the total composition C46H84BCl4O38 in a non-equilibrium geometry.

## Properties
highest occupied orbital energy	-8.16	eV
total charge	-1
E_tot	-6528.29393	a.u.
2S+1	1
HOMO-LUMO gap	0.3756	Eh

Atoms and positions in Å:
O  1.3216  0.2681  -5.3069
H  4.0979  -2.0094  1.4362
H  1.8065  -1.1477  -7.3179
C  -4.7365  -0.8312  0.6912
C  -3.1819  -3.7237  -4.3599
C  5.0988  0.6478  2.5366
H  -4.2049  -0.2893  1.4725
H  -6.2718  6.6589  -2.8399
H  0.9076  -1.7011  2.7933
O  -0.6268  -4.9438  1.0811
O  3.8383  -4.8135  2.1239
H  -1.4179  -7.4816  2.3085
H  7.8409  0.8015  2.2517
C  2.4162  3.6327  -1.0642
O  -1.8409  -2.2746  -0.7096
H  2.0728  5.0447  1.5762
H  4.3712  6.9153  -3.3573
O  5.4086  -0.2467  3.2790
O  -1.1118  -0.6160  0.9585
H  -5.2391  4.2583  -3.3398
H  2.7231  0.2153  -9.5250
H  4.1133  2.8985  -0.0168
H  1.4656  -7.0655  1.2248
C  4.4256  -4.3759  3.2186
O  -5.3932  2.7574  1.8702
C  1.8450  4.7886  2.6102
C  2.5576  -5.4156  2.2688
C  -4.1008  2.9240  1.2759
O  3.1040  5.3906  -2.8800
O  1.2687  0.9877  -0.9331
Cl  0.1820  -6.9469  3.8871
O  1.4096  2.4006  6.0016
C  7.2185  1.5732  2.7095
C  -5.4560  1.9703  2.9194
H  7.5171  -3.4068  3.4971
H  -3.5485  -3.1445  -3.5089
O  1.8357  3.6358  -2.3731
O  -1.8915  -4.2465  -4.0983
C  0.1177  -0.6269  5.1171
H  -3.2633  -0.4269  -0.8112
H  2.3327  -5.9300  0.2090
O  -0.5767  -0.3359  4.0150
O  5.9271  1.6111  2.1570
H  -2.3954  0.3710  4.8699
H  3.1763  -1.3291  0.1119
H  0.2441  -4.1214  2.7490
H  7.7433  2.5095  2.5210
H  -2.4212  4.2037  1.5421
O  -4.6927  0.9657  -0.9905
C  -5.3278  6.4388  -3.3411
H  -8.0605  2.9676  -1.7172
C  3.2078  -1.4155  1.1973
H  3.8182  2.0365  -1.5362
O  5.6686  -4.0068  2.8813
C  0.9971  -2.3433  3.6687
H  0.9731  -2.6824  -1.9164
H  2.3704  -5.9185  3.2204
H  1.4010  -2.6148  -3.6526
H  -7.2293  0.1856  3.9640
O  -6.5753  0.4967  -2.1451
C  -1.2293  -6.6004  2.9158
H  -7.0916  2.8963  -3.2230
C  4.0270  2.4361  5.4142
H  1.7199  3.0713  -0.4445
H  -2.1874  0.6873  3.1723
Cl  -0.1675  -7.5421  -3.1432
H  -4.2232  3.2995  0.2648
C  -4.6815  5.1211  -2.9859
H  4.2558  -0.2312  -8.7271
H  -3.4116  2.0891  1.3560
H  -3.9180  -4.5034  -4.5339
H  3.2048  -7.1404  1.1110
C  2.3701  -4.2104  -2.6585
H  2.8601  -0.4362  3.1017
H  -4.5199  -1.8847  0.8843
C  6.5124  -3.5156  3.8989
H  -1.3688  3.4038  -0.6538
O  0.9265  -1.6515  4.9149
C  -4.3465  -0.3912  -0.6990
H  3.2807  -0.5972  -6.6063
B  -0.7088  -1.6711  0.0218
C  -0.8619  -3.8757  0.5932
H  2.0246  0.2991  1.7235
O  0.2440  -1.0206  -0.9137
H  -6.2622  0.9329  5.1793
H  1.4433  0.1252  -3.2504
H  -2.1038  1.8344  -1.0147
C  -1.0011  -3.3521  -3.6599
C  3.8034  3.0165  -1.0571
O  -3.3612  5.1686  -3.4982
C  -5.8716  1.2571  -1.5226
H  2.4996  -2.2202  1.4498
H  -5.5314  6.4674  -4.4135
H  3.8801  1.4102  5.7569
H  3.2667  -3.8270  -2.1798
O  -2.8214  3.4704  -2.1895
H  -1.0231  2.5631  -2.1542
C  -0.0279  -3.4659  3.5746
H  0.3973  3.3478  1.9804
O  1.5830  4.5652  -4.3386
C  2.9373  -0.2047  2.0379
H  -5.8201  -0.7925  0.8348
H  -3.2220  3.8944  3.0044
C  -1.8323  -7.2395  -2.5776
O  -0.6539  1.5384  1.2280
H  6.6307  -4.2899  4.6653
O  0.8834  2.9049  3.9400
O  0.9881  2.3938  -6.0081
O  2.0627  0.9333  -7.2710
H  -1.3261  1.5776  4.3984
O  -0.1348  -2.7905  0.7825
O  0.0145  -0.0637  6.1627
H  2.0484  2.7104  2.2659
H  -2.5051  -7.8838  -3.1289
H  -4.7240  -1.0684  -1.4649
H  7.2224  1.4322  3.7904
O  3.0329  2.7400  4.4621
H  -4.6669  7.2684  -3.0902
Cl  -2.6727  -6.2905  3.8883
H  3.1717  -1.4763  -9.2033
C  2.1478  4.5552  -3.2954
C  -7.0467  1.1453  4.4525
C  0.7573  0.4735  -4.0221
H  2.0770  -5.1445  -2.1712
H  2.8553  6.8150  -4.3291
H  2.4440  4.6476  -0.6590
O  -6.0563  2.5658  -1.4298
H  1.7879  -4.6424  2.2445
C  3.1898  -0.4575  -8.8124
C  -1.9594  -3.5679  -0.4467
H  -7.9242  1.5184  4.9678
C  1.7574  2.6791  4.8906
C  -7.0869  3.1723  -2.1714
C  1.2630  3.3709  2.6327
O  -4.5729  1.3058  3.3985
O  3.9711  0.7818  1.8619
H  -1.9598  -6.1811  -2.7780
H  -0.1753  -0.0480  -3.8153
H  -0.0615  -4.0665  4.4852
C  0.4843  0.2094  -0.4811
H  -4.6554  4.9935  -1.8985
H  4.1863  5.6479  -4.5998
O  0.0901  -4.0377  -3.3361
O  3.9504  -4.2505  4.3126
O  -1.3070  4.3492  -3.5948
H  4.5278  3.6094  -1.6155
C  -1.6431  0.5729  4.1019
Cl  -1.9273  -7.4483  -0.8407
O  -1.1313  -2.1697  -3.5963
O  -6.6770  2.0633  3.4358
H  1.9953  -2.7799  3.6381
O  -2.8279  -4.2958  -0.8188
H  2.7152  4.8617  3.2610
H  5.0109  2.3804  4.9436
C  2.5880  -0.3906  -7.4226
H  -3.1394  -3.0461  -5.2146
H  -1.0923  -5.7688  2.2303
H  4.1424  3.1202  6.2528
C  -3.4282  4.1411  1.9599
C  3.6683  6.2608  -3.8623
H  1.1477  5.5424  2.9841
H  0.6362  1.5426  -3.8353
C  1.1965  -3.2716  -2.8033
H  6.1651  -2.6075  4.3862
C  -1.8174  2.7933  -1.4360
C  1.4159  1.2941  -6.1348
C  -0.4569  0.4896  0.6816
H  -7.0133  4.2501  -2.0454
H  -1.0482  -3.0888  3.4779
H  2.6420  -4.5423  -3.6648
C  -2.3884  4.3404  -3.0984
C  2.3604  -6.4498  1.1700
H  -4.0507  5.0195  1.8225

=====

No. 4
The following is a DFT calculation (ωB97M-V/def2-TZVPD) of a molecular structure, C5H8O3Pr in a non-equilibrium geometry.

## Properties
highest occupied orbital energy (spin up / spin down)	-14.91 / -18.74	eV
total charge	+2
E_tot	-937.35351	a.u.
2S+1	4
⟨S²⟩	3.763
ΔE to the lowest compared entry with this formula, charge and spin	0.0	kJ/mol
HOMO-LUMO gap (spin up / spin down)	0.1448 / 0.3323	Eh

Atoms and positions in Å:
H  1.6078  2.6613  -0.3831
C  0.4745  0.8689  -0.5527
Pr  -0.1154  -2.0632  0.7387
C  1.7851  1.8756  -2.3720
O  -0.4647  -0.2080  1.6947
H  -2.4699  2.0090  0.2123
H  -2.3924  0.5776  2.2024
C  -1.4422  0.7836  1.6786
H  -2.2077  0.3215  -0.3315
C  1.6972  1.6929  -0.8922
C  -1.7823  1.1573  0.2431
H  2.1379  1.0593  -3.0015
H  1.3360  2.7498  -2.8421
O  0.4279  -0.3600  -0.8204
H  -1.0183  1.6761  2.1758
H  2.5790  1.1668  -0.5050
O  -0.6069  1.6151  -0.4591